Record 1
The following is a quantum chemistry calculation of a structure of composition C23H26N7O5RuS2Se2 at a distorted geometry, from the OMol25 dataset.

```
66
Properties=species:S:1:pos:R:3
Ru 1.16648 -0.19267 0.46129
N -1.82470 -1.93297 -2.54437
C -0.75476 -1.33891 -1.88641
S -0.03185 -2.26027 -0.62027
N -0.38729 -0.17539 -2.30529
N 0.48947 0.57100 -1.62199
C 1.25537 1.35547 -2.32556
C 2.05376 2.40461 -1.79564
C 2.88000 3.14170 -2.65599
C 3.66336 4.17546 -2.20730
C 3.65234 4.49577 -0.84640
C 2.86544 3.80054 0.03071
C 2.00661 2.74596 -0.39464
O 1.22499 2.18096 0.43443
H -1.79559 -2.94039 -2.48920
H -1.96238 -1.56566 -3.47630
H 1.26659 1.21484 -3.41145
H 2.88481 2.87396 -3.70463
H 4.29179 4.73391 -2.89166
H 4.28078 5.30291 -0.48742
H 2.86325 4.02917 1.08776
O 6.90581 -0.02713 -0.19571
C 6.17879 -1.20612 0.05510
C 4.69919 -0.94866 0.41140
C 4.07270 -2.29410 0.82038
O 2.68549 -2.19348 1.00479
C 3.95238 -0.36521 -0.78801
Se 4.26906 -1.23112 -2.49152
C 4.69372 0.02759 1.58653
Se 2.94832 0.70913 2.25707
H 6.46101 0.40366 -0.93983
H 6.68036 -1.71567 0.88672
H 6.21199 -1.85464 -0.83061
H 4.56178 -2.64328 1.74049
H 4.27199 -3.01967 0.01561
H 2.41100 -2.53646 1.88370
H 4.17997 0.69815 -0.91988
H 2.84037 -0.45111 -0.60613
H 5.25167 0.92469 1.30863
H 5.18921 -0.44033 2.44249
N 0.64948 1.04360 8.49272
C 0.59673 0.23203 7.35280
C 1.68406 0.17846 6.48161
C 1.65114 -0.64685 5.37482
C 0.53536 -1.42380 5.13660
C -0.54775 -1.38927 5.99137
C -0.51423 -0.57523 7.10720
S 0.43570 -2.37667 3.62297
O 1.75039 -2.96174 3.40826
O -0.62809 -3.34308 3.76589
N 0.19651 -1.29313 2.44772
C -0.88337 -0.53844 2.45856
N -1.02205 0.28498 1.38398
C -2.09599 1.02960 1.30143
C -3.08279 1.01462 2.28139
C -2.83267 0.18905 3.36598
N -1.76745 -0.57356 3.47402
H 1.29032 1.81917 8.39917
H -0.25683 1.33096 8.83550
H 2.54557 0.80824 6.65553
H 2.47868 -0.67983 4.68272
H -1.40403 -1.99989 5.75547
H -1.35927 -0.53976 7.78360
H -2.16863 1.65902 0.42336
H -3.97106 1.62169 2.20740
H -3.52453 0.14324 4.20248
```

Properties
HOMO-LUMO gap (spin up / spin down) = 0.1903 / 0.1920 Eh
Spin multiplicity = 2
Total charge = -2

=====

Record 2
The following is a quantum chemistry calculation of a cluster of 2 separate species, C23H26NO2 in total at a distorted geometry, from the OMol25 dataset.

```
52
Properties=species:S:1:pos:R:3
C 2.78139 4.90635 2.44061
C 2.18792 3.63966 2.00017
C 2.32219 2.49881 2.78941
C 1.80767 1.29170 2.38871
C 1.10584 1.14828 1.17940
C 0.51783 -0.14787 0.82404
C -0.38152 -0.27379 -0.33191
C -1.24354 0.74778 -0.84582
C -1.97493 0.51051 -2.01019
C -1.94683 -0.73511 -2.61469
O -2.69951 -0.96343 -3.77142
C -2.07723 -0.92399 -5.02919
C -1.80076 -2.13460 -5.67537
C -1.11858 -2.11274 -6.88414
C -0.78255 -0.88609 -7.47942
C -1.12462 0.32404 -6.84883
C -1.78257 0.30843 -5.62335
C -1.16424 -1.76837 -2.09062
C -0.39794 -1.52124 -0.97343
C 1.04147 2.29714 0.32427
C 1.55397 3.52126 0.76468
H 2.39684 5.71842 1.83770
H 2.54606 5.08364 3.48820
H 3.86870 4.90394 2.35335
H 2.88968 2.55713 3.72613
H 1.87952 0.39382 3.04741
H 1.14305 -1.02286 1.05318
H -1.40677 1.67415 -0.30140
H -2.53616 1.32492 -2.47242
H -2.09580 -3.06675 -5.19873
H -0.85041 -3.04688 -7.37496
H -0.24530 -0.86124 -8.43523
H -0.88296 1.28453 -7.30886
H -2.06615 1.22308 -5.09727
H -1.12623 -2.72868 -2.61117
H 0.17500 -2.35468 -0.52024
H 0.56059 2.23961 -0.65639
H 1.49677 4.39573 0.10383
C 0.55130 -2.75117 5.90970
C -0.18620 -2.49659 4.61484
O -1.56892 -2.33427 5.02953
C 0.35555 -1.28260 3.90801
N -0.19789 -0.97455 2.59119
H 1.62813 -2.85326 5.75458
H 0.38368 -1.90789 6.59024
H 0.17961 -3.66421 6.40243
H -0.10887 -3.36776 3.95664
H -2.08413 -2.20403 4.21392
H 0.21224 -0.38346 4.50690
H 1.42445 -1.41603 3.78571
H -0.61785 -0.04057 2.52840
H -0.54097 -1.76824 2.04187
```

Properties
HOMO-LUMO gap = 0.2465 Eh
Total charge = +1

=====

Record 3
The following is a quantum chemistry calculation of the ion C23H26NO3 with charge +1, from the OMol25 dataset.

```
53
Properties=species:S:1:pos:R:3
C -1.66638 -1.87155 0.95026
H -2.02232 -1.38523 1.85897
H -2.40236 -1.74342 0.15512
H -1.51020 -2.93300 1.13890
O -0.39324 -1.38186 0.56547
C -0.15884 -0.06514 0.39400
C 1.18467 0.25284 0.23872
C 1.62102 1.55846 0.03679
C 0.68737 2.57604 -0.01912
C -0.65722 2.28325 0.14035
C -1.11273 0.98395 0.34231
O -2.41784 0.66540 0.47800
C -3.36700 1.69759 0.64986
H -3.03961 2.38949 1.43442
C -4.69745 1.06785 1.09430
C -5.11676 -0.02740 0.13565
C -5.58498 0.31158 -1.12829
C -5.95832 -0.67463 -2.02251
C -5.87228 -2.00974 -1.66184
C -5.41264 -2.35224 -0.40292
C -5.03564 -1.36522 0.49251
H -4.67294 -1.63640 1.47292
H -5.34754 -3.39011 -0.11236
H -6.16833 -2.77864 -2.35904
H -6.32367 -0.40141 -3.00099
H -5.66610 1.35242 -1.40838
O -4.51758 0.63128 2.41943
H -5.33861 0.23584 2.73251
H -5.45031 1.87532 1.06317
H -3.51557 2.24087 -0.29139
H -1.36562 3.09297 0.09353
H 0.99379 3.59906 -0.17101
C 3.09039 1.79722 -0.15349
H 3.33013 2.86054 -0.16060
H 3.66440 1.30165 0.63311
N 3.51367 1.18865 -1.45542
H 3.02210 0.28397 -1.51798
H 3.18211 1.77933 -2.22492
C 4.97991 0.92964 -1.56593
C 5.36016 -0.16547 -0.60474
C 4.86464 -1.45050 -0.80716
C 5.16874 -2.46258 0.08482
C 5.97264 -2.19936 1.18258
C 6.47342 -0.92452 1.38505
C 6.16409 0.09258 0.49745
H 6.55827 1.08537 0.65689
H 7.10422 -0.71874 2.23517
H 6.21238 -2.98988 1.87572
H 4.78299 -3.45628 -0.07966
H 4.25532 -1.66995 -1.67422
H 5.51699 1.85272 -1.34253
H 5.20023 0.63123 -2.59375
H 1.88844 -0.56383 0.32026
```

Properties
HOMO-LUMO gap = 0.3039 Eh
Total charge = +1

=====

The records above yield energy above the lowest of the compared OMol25 structures with the same formula, charge and spin values of 107.8, 76.1, 2.7 kcal per mole, respectively.